(1)
C19H36Br6F8O9P2 as an isolated structure in a non-equilibrium geometry. Source: OMol25; level of theory: ωB97M-V/def2-TZVPD.

Geometry as ORCA input:
```
! RIJCOSX wB97M-V def2-TZVPD def2/J DEFGRID3
* xyz 0 1
C -3.99 14.53 -26.03
C -4.61 15.12 -27.34
O -4.53 16.55 -27.36
P -5.70 17.41 -26.72
O -6.03 17.09 -25.26
O -6.97 17.18 -27.73
C -8.29 17.67 -27.44
C -9.13 18.05 -28.69
O -5.27 18.99 -26.97
C -4.93 19.37 -28.34
C -4.91 20.94 -28.55
H -4.12 13.46 -25.91
H -2.93 14.78 -25.90
H -4.55 14.93 -25.19
H -4.07 14.80 -28.23
H -5.62 14.76 -27.52
H -8.73 16.78 -26.98
H -8.30 18.46 -26.70
H -9.13 17.15 -29.30
H -10.05 18.43 -28.23
H -8.65 18.85 -29.25
H -3.93 18.94 -28.44
H -5.59 18.98 -29.11
H -5.77 21.48 -28.15
H -4.03 21.40 -28.10
H -4.71 20.99 -29.62
C -7.63 23.08 -30.36
C -8.52 22.06 -31.15
O -7.75 21.06 -31.84
P -6.77 21.42 -33.07
O -6.90 22.80 -33.68
O -5.29 21.06 -32.62
C -4.15 21.80 -33.15
C -3.90 21.58 -34.64
O -7.09 20.31 -34.22
C -8.45 20.10 -34.69
C -8.76 18.60 -34.88
H -8.31 23.73 -29.81
H -6.91 22.57 -29.73
H -7.00 23.66 -31.04
H -9.08 21.40 -30.48
H -9.21 22.62 -31.78
H -4.27 22.89 -33.09
H -3.26 21.53 -32.58
H -3.59 20.54 -34.74
H -4.80 21.67 -35.24
H -3.15 22.25 -35.07
H -9.14 20.60 -34.02
H -8.54 20.55 -35.68
H -8.61 18.02 -33.97
H -9.80 18.36 -35.07
H -8.16 18.19 -35.69
C -4.39 25.77 -30.21
C -3.61 24.52 -29.75
C -2.41 24.91 -28.89
F -1.68 23.86 -28.60
F -1.65 25.97 -29.27
F -4.51 23.75 -29.12
F -3.20 23.81 -30.82
O -5.14 25.45 -31.37
C -6.01 26.53 -31.83
C -6.57 26.11 -33.21
F -7.59 26.80 -33.68
F -5.67 25.86 -34.15
F -7.00 26.66 -31.00
F -5.39 27.69 -31.93
H -3.70 26.60 -30.40
H -5.05 26.12 -29.42
H -2.91 25.23 -27.98
H -7.03 25.14 -33.07
C -6.72 20.61 -24.16
Br -7.89 20.92 -25.71
Br -7.40 21.56 -22.53
Br -4.96 21.41 -24.49
H -6.61 19.54 -23.97
C -6.82 24.64 -26.15
Br -7.75 24.89 -24.47
Br -4.94 25.26 -26.09
Br -7.78 25.65 -27.72
H -6.76 23.56 -26.27
*
```

Results
- HOMO energy: -10.21 eV
- Kohn-Sham gap: 0.3456 Ha
- Largest force on an atom: 0.09284 hartree/bohr
- LUMO energy: -0.8 eV



(2)
C13H15F3LaN6P as an isolated structure in a non-equilibrium geometry. Source: OMol25; level of theory: ωB97M-V/def2-TZVPD.

Geometry as ORCA input:
```
! RIJCOSX wB97M-V def2-TZVPD def2/J DEFGRID3
* xyz 2 1
La 8.52 8.20 5.65
C 10.66 11.14 10.27
N 10.49 9.96 9.45
C 11.37 8.95 9.30
C 10.88 8.16 8.29
N 9.68 8.67 7.87
C 9.49 9.81 8.55
P 8.17 11.03 8.42
C 8.42 11.56 6.69
N 8.61 10.84 5.62
C 8.74 11.74 4.59
C 8.60 12.99 5.09
N 8.39 12.88 6.41
C 8.24 14.01 7.30
C 6.74 9.96 8.20
N 6.57 8.98 7.30
C 5.35 8.45 7.60
C 4.77 9.10 8.66
N 5.68 10.04 9.05
C 5.56 10.84 10.24
H 9.70 11.56 10.34
H 11.35 11.83 9.78
H 11.05 10.91 11.23
H 12.23 8.82 9.90
H 11.28 7.23 7.95
H 9.00 11.38 3.60
H 8.77 13.91 4.60
H 9.07 14.05 7.97
H 7.29 13.90 7.85
H 8.16 14.91 6.70
H 4.85 7.65 7.02
H 3.80 8.85 9.14
H 4.52 10.98 10.49
H 6.02 11.81 10.01
H 6.02 10.28 11.07
F 7.41 4.93 3.71
C 7.17 5.29 4.90
F 6.71 4.31 5.47
F 10.25 7.16 5.09
*
```

Results
- HOMO energy: -15.04 eV
- Kohn-Sham gap: 0.3226 Ha
- Largest force on an atom: 0.05640 hartree/bohr
- LUMO energy: -6.3 eV



(3)
A 2-piece molecular cluster, C11H18 overall in a non-equilibrium geometry. Source: OMol25; level of theory: ωB97M-V/def2-TZVPD.

Geometry as ORCA input:
```
! RIJCOSX wB97M-V def2-TZVPD def2/J DEFGRID3
* xyz 0 1
C 1.52 1.36 0.46
C 1.72 0.05 -0.14
C 3.12 -0.05 -0.59
C 0.79 -0.46 -1.27
C 1.67 -0.96 1.07
H 2.16 1.60 1.31
H 1.69 2.02 -0.36
H 0.51 1.50 0.79
H 3.28 -1.14 -0.67
H 3.33 0.42 -1.53
H 3.82 0.29 0.21
H 0.98 -1.56 -1.57
H 1.00 0.03 -2.26
H -0.30 -0.12 -0.96
H 0.54 -1.18 1.21
H 2.20 -1.94 0.50
H 2.14 -0.59 2.08
C -2.70 1.08 -0.80
C -2.30 1.32 0.46
C -1.89 0.29 1.35
C -2.10 -1.07 1.02
C -2.71 -1.32 -0.23
C -2.92 -0.26 -1.03
H -2.95 2.04 -1.35
H -2.02 2.48 0.61
H -1.60 0.69 2.36
H -2.09 -1.79 1.82
H -3.25 -2.32 -0.65
H -3.65 -0.43 -1.85
*
```

Results
- HOMO energy: -9.38 eV
- Kohn-Sham gap: 0.3770 Ha
- Largest force on an atom: 0.10172 hartree/bohr
- LUMO energy: 0.9 eV
- Energy above the lowest of the compared OMol25 structures with the same formula, charge and spin: 76.8 kcal per mole
- SMILES string: CC(C)(C)C.c1ccccc1



(4)
A 5-piece molecular cluster, C5H16NO6 overall in a non-equilibrium geometry. Source: OMol25; level of theory: ωB97M-V/def2-TZVPD.

Geometry as ORCA input:
```
! RIJCOSX wB97M-V def2-TZVPD def2/J DEFGRID3
* xyz -1 1
C -0.71 0.41 -1.71
C 0.49 1.14 -2.34
C 1.48 1.81 -1.41
C 2.47 1.28 -0.72
N -0.26 -0.35 -0.54
C -1.19 -0.90 0.47
O -2.39 -0.60 0.44
O -0.64 -1.80 1.16
H -1.40 1.13 -1.25
H -1.20 -0.13 -2.51
H 0.02 1.92 -2.98
H 1.03 0.51 -3.05
H 1.19 2.83 -1.13
H 3.12 1.76 -0.02
H 2.51 0.19 -0.68
H 0.36 -1.14 -0.74
H -0.67 0.57 3.39
H -2.00 0.59 2.75
O -1.40 1.17 3.25
H -2.76 1.70 1.23
H -3.70 0.54 1.34
O -3.68 1.45 1.05
H 1.91 -3.61 -0.31
H 0.48 -3.29 -0.40
O 1.25 -3.41 -1.00
H 1.79 -0.82 1.32
H 1.65 -1.42 2.58
O 2.24 -1.52 1.82
*
```

Results
- HOMO energy: -5.11 eV
- Kohn-Sham gap: 0.3109 Ha
- Largest force on an atom: 0.04519 hartree/bohr
- LUMO energy: 3.4 eV
- Energy above the lowest of the compared OMol25 structures with the same formula, charge and spin: 25.9 kcal per mole



(5)
C32H47Cl3CrN3O3SSi as an isolated structure in a non-equilibrium geometry. Source: OMol25; level of theory: ωB97M-V/def2-TZVPD.

Geometry as ORCA input:
```
! RIJCOSX wB97M-V def2-TZVPD def2/J DEFGRID3
* xyz -1 5
C 4.97 -1.14 -0.79
C 4.37 -0.08 0.07
H 5.61 -0.69 -1.56
H 4.20 -1.75 -1.29
H 5.60 -1.83 -0.20
C 5.04 1.02 0.44
C 6.45 1.28 0.05
H 4.57 1.79 1.05
H 6.57 1.33 -1.04
H 7.13 0.50 0.42
H 6.78 2.24 0.47
Cr -0.04 -0.25 -0.87
Cl 0.21 -2.38 -0.05
Cl -0.92 0.12 -3.50
H -5.43 -0.59 -0.47
H -5.11 -3.32 -1.23
C -4.86 -0.43 -1.40
C -4.64 -2.80 -2.08
N -3.98 -1.57 -1.66
H -4.27 0.49 -1.32
C -2.68 -1.54 -1.35
O -2.09 -0.48 -0.99
H -3.89 -3.47 -2.52
H -2.15 -2.50 -1.42
H -5.57 -0.36 -2.23
H -5.41 -2.56 -2.81
H 2.89 2.08 -2.41
H 3.50 3.66 -0.20
C 2.14 2.87 -2.54
C 2.60 4.22 -0.52
N 1.68 3.35 -1.24
H 1.28 2.47 -3.09
C 0.58 2.83 -0.68
O -0.13 1.95 -1.23
H 2.10 4.64 0.36
H 0.32 3.26 0.31
H 2.59 3.71 -3.08
H 2.93 5.03 -1.18
O 2.11 0.46 -0.37
C 2.91 -0.25 0.46
C 2.36 1.57 2.13
C 2.56 0.21 1.88
H 2.45 2.27 1.29
C 2.10 1.99 3.44
H 2.69 -1.34 0.42
C 2.42 -0.73 2.89
H 1.97 3.06 3.62
C 2.00 1.05 4.47
C 2.11 -0.31 4.19
H 2.56 -1.78 2.61
H 1.81 1.39 5.48
H 1.99 -1.06 4.97
Si 0.56 -1.38 -4.26
Cl 1.71 -0.78 -2.49
C 0.48 -0.32 -5.86
C -0.53 -2.84 -3.75
C 2.05 -2.40 -5.02
H 0.93 0.67 -5.68
H -0.56 -0.16 -6.18
H 1.01 -0.79 -6.69
H 2.84 -1.74 -5.38
H 1.69 -3.00 -5.87
H 2.48 -3.09 -4.28
H -0.47 -2.99 -2.66
H -0.19 -3.76 -4.24
H -1.57 -2.67 -4.02
N -0.54 0.26 1.03
S -1.81 1.12 1.51
C -3.15 -0.01 1.82
C -2.99 -1.39 1.83
C -4.10 -2.20 2.08
C -5.35 -1.63 2.33
C -5.49 -0.24 2.34
C -4.39 0.57 2.09
C -1.49 1.65 3.21
C -1.53 0.76 4.28
C -1.32 1.23 5.58
C -1.04 2.58 5.80
C -0.97 3.46 4.72
C -1.20 3.00 3.43
H 0.05 0.01 1.82
H -2.01 -1.82 1.63
H -3.99 -3.29 2.08
H -6.22 -2.27 2.53
H -6.46 0.22 2.56
H -4.47 1.66 2.09
H -1.74 -0.30 4.09
H -1.38 0.53 6.41
H -0.87 2.94 6.82
H -0.76 4.52 4.88
H -1.15 3.67 2.56
*
```

Results
- HOMO energy (spin up / spin down): -2.32 / -3.85 eV
- Kohn-Sham gap (spin up / spin down): 0.1647 / 0.2206 Ha
- Largest force on an atom: 0.05993 hartree/bohr
- <S²>: 6.01
- LUMO energy (spin up / spin down): 2.2 / 2.2 eV
- Energy above the lowest of the compared OMol25 structures with the same formula, charge and spin: 51.4 kcal per mole



(6)
One molecule with the formula C4H9NO2 in a non-equilibrium geometry. Source: OMol25; level of theory: ωB97M-V/def2-TZVPD.

Geometry as ORCA input:
```
! RIJCOSX wB97M-V def2-TZVPD def2/J DEFGRID3
* xyz 0 1
C -0.44 1.88 -0.71
N -0.10 0.53 -0.49
C -1.00 -0.40 -1.09
O -2.14 -0.05 -1.25
C 1.21 0.09 -0.02
C 0.92 -0.37 1.46
O 1.28 -1.74 1.73
H -1.13 2.15 0.09
H 0.38 2.60 -0.72
H -1.05 2.11 -1.61
H -0.60 -1.42 -1.15
H 2.01 0.83 -0.11
H 1.53 -0.80 -0.56
H 1.57 0.22 2.13
H -0.12 -0.12 1.74
H 0.63 -2.20 1.19
*
```

Results
- HOMO energy: -9.15 eV
- Kohn-Sham gap: 0.3646 Ha
- Largest force on an atom: 0.07327 hartree/bohr
- LUMO energy: 0.8 eV
- Energy above the lowest of the compared OMol25 structures with the same formula, charge and spin: 50.4 kcal per mole
- SMILES string: CN(C=O)CCO



(7)
One molecule with the formula C3H6ClFO3S in a non-equilibrium geometry. Source: OMol25; level of theory: ωB97M-V/def2-TZVPD.

Geometry as ORCA input:
```
! RIJCOSX wB97M-V def2-TZVPD def2/J DEFGRID3
* xyz 0 1
O -0.21 1.71 1.60
S 0.73 0.98 0.78
O 1.82 0.25 1.38
C 1.34 2.02 -0.54
Cl 2.28 3.36 0.10
O -0.09 0.00 -0.23
C -0.63 -1.19 0.41
C -1.47 -1.86 -0.66
F -2.00 -3.02 -0.11
H 1.95 1.42 -1.23
H 0.46 2.41 -1.08
H 0.20 -1.82 0.76
H -1.24 -0.90 1.31
H -0.85 -2.14 -1.51
H -2.28 -1.22 -1.00
*
```

Results
- HOMO energy: -11.46 eV
- Kohn-Sham gap: 0.4401 Ha
- Largest force on an atom: 0.03258 hartree/bohr
- LUMO energy: 0.5 eV
- Energy above the lowest of the compared OMol25 structures with the same formula, charge and spin: 2.3 kcal per mole
- SMILES string: O=S(=O)(CCl)OCCF



(8)
One molecule with the formula C5H10N2S in a non-equilibrium geometry. Source: OMol25; level of theory: ωB97M-V/def2-TZVPD.

Geometry as ORCA input:
```
! RIJCOSX wB97M-V def2-TZVPD def2/J DEFGRID3
* xyz 0 1
H -1.84 -1.75 1.29
N -0.92 -1.58 1.09
C -0.63 -0.52 0.52
C -1.56 0.73 0.10
S -3.25 0.17 -0.30
N 0.54 -0.34 -0.29
C 1.43 -1.56 -0.46
C 1.31 0.82 -0.20
C 1.07 2.00 0.44
H -1.72 1.42 0.96
H -1.12 1.12 -0.90
H -2.77 -0.84 -1.25
H 1.11 -2.46 -1.03
H 1.95 -1.79 0.51
H 2.26 -1.25 -1.07
H 2.16 0.86 -0.92
H 0.29 2.08 1.16
H 1.70 2.89 0.34
*
```

Results
- HOMO energy: -8.61 eV
- Kohn-Sham gap: 0.3442 Ha
- Largest force on an atom: 0.08094 hartree/bohr
- LUMO energy: 0.8 eV
- Energy above the lowest of the compared OMol25 structures with the same formula, charge and spin: 61.8 kcal per mole
- SMILES string: [H]/N=C(\CS)N(C)C=C



(9)
C39H31N7O4PSZr as an isolated structure in a non-equilibrium geometry. Source: OMol25; level of theory: ωB97M-V/def2-TZVPD.

Geometry as ORCA input:
```
! RIJCOSX wB97M-V def2-TZVPD def2/J DEFGRID3
* xyz 1 1
Zr 0.40 0.03 -0.14
N 2.60 -3.66 1.41
C 1.93 -2.54 1.12
S 1.46 -2.30 -0.53
N 1.71 -1.72 2.14
N 1.01 -0.62 1.85
C 0.96 0.33 2.72
C 0.24 1.55 2.37
C 0.32 2.71 3.12
C -0.38 3.83 2.71
C -1.19 3.75 1.58
C -1.21 2.57 0.88
N -0.50 1.50 1.24
H 2.83 -4.29 0.67
H 2.96 -3.81 2.34
H 1.50 0.25 3.66
H 0.95 2.73 4.00
H -0.31 4.75 3.27
H -1.78 4.59 1.25
H -1.84 2.45 0.00
O -2.34 -3.70 -2.78
C -1.69 -2.84 -3.57
C -1.64 -3.25 -4.97
C -1.67 -2.42 -6.01
C -1.75 -0.92 -5.91
C -0.23 -0.80 -3.88
C -1.15 -1.69 -3.11
C -1.29 -1.25 -1.73
O -1.00 0.01 -1.45
N -1.70 -2.05 -0.78
N -1.54 -1.48 0.48
C -2.22 -2.13 1.35
C -2.45 -1.82 2.77
C -3.06 -2.81 3.54
C -3.35 -2.55 4.87
C -3.04 -1.30 5.38
C -2.45 -0.37 4.53
N -2.16 -0.62 3.26
H -2.26 -3.39 -1.85
H -1.68 -4.33 -5.13
H -1.65 -2.85 -7.01
H -1.92 -0.48 -6.89
H 0.82 -0.90 -3.60
H -2.75 -3.01 1.00
H -3.31 -3.77 3.10
H -3.82 -3.29 5.49
H -3.25 -1.04 6.41
H -2.21 0.62 4.89
O 2.22 1.19 0.45
C 2.35 1.41 -0.78
O 1.87 0.54 -1.58
C 2.77 2.73 -1.31
C 3.98 3.34 -1.00
C 4.26 4.58 -1.56
C 3.35 5.19 -2.40
C 2.11 4.61 -2.65
C 1.79 3.38 -2.08
P 0.17 2.50 -2.18
C -1.09 3.83 -2.37
C -2.35 3.48 -2.85
C -3.41 4.38 -2.79
C -3.22 5.64 -2.24
C -1.98 5.99 -1.75
C -0.92 5.09 -1.80
C 0.32 1.69 -3.82
C -0.68 0.63 -4.08
C -0.51 -0.32 -5.27
C 0.63 0.01 -6.14
C 1.54 0.92 -5.79
C 1.42 1.73 -4.59
H 4.69 2.84 -0.36
H 5.21 5.05 -1.34
H 3.60 6.13 -2.87
H 1.40 5.11 -3.29
H -2.53 2.50 -3.26
H -4.38 4.09 -3.17
H -4.05 6.34 -2.19
H -1.82 6.97 -1.32
H 0.04 5.37 -1.38
H -1.69 0.82 -3.76
H -2.61 -0.68 -5.27
H 0.71 -0.52 -7.09
H 2.39 1.11 -6.43
H 2.23 2.42 -4.37
*
```

Results
- HOMO energy: -10.10 eV
- Kohn-Sham gap: 0.2446 Ha
- Largest force on an atom: 0.03409 hartree/bohr
- LUMO energy: -3.4 eV
- Energy above the lowest of the compared OMol25 structures with the same formula, charge and spin: 98.6 kcal per mole



(10)
One molecule with the formula C3H5F in a non-equilibrium geometry. Source: OMol25; level of theory: ωB97M-V/def2-TZVPD.

Geometry as ORCA input:
```
! RIJCOSX wB97M-V def2-TZVPD def2/J DEFGRID3
* xyz 0 1
C -0.62 1.19 -0.42
C -0.50 0.09 0.24
C 0.84 -0.90 0.18
F -1.49 -0.53 0.97
H -1.59 1.70 -0.41
H 0.18 1.75 -1.10
H 1.71 -0.23 0.41
H 0.63 -1.71 0.99
H 0.85 -1.36 -0.86
*
```

Results
- HOMO energy: -10.00 eV
- Kohn-Sham gap: 0.4068 Ha
- Largest force on an atom: 0.10630 hartree/bohr
- LUMO energy: 1.1 eV
- Energy above the lowest of the compared OMol25 structures with the same formula, charge and spin: 14.4 kcal per mole
- SMILES string: C=C(C)F



(11)
A 2-piece molecular cluster, C4H11PS overall in a non-equilibrium geometry. Source: OMol25; level of theory: ωB97M-V/def2-TZVPD.

Geometry as ORCA input:
```
! RIJCOSX wB97M-V def2-TZVPD def2/J DEFGRID3
* xyz 0 1
C -1.92 -0.69 -1.29
C -0.29 -1.26 1.08
C -1.31 1.26 0.77
C 2.34 1.18 -0.61
P -0.62 -0.03 -0.37
S 3.26 -0.19 0.00
H -2.14 -0.11 -2.22
H -1.89 -1.87 -1.47
H 0.20 -2.22 0.68
H 0.31 -0.65 1.80
H -1.18 -1.66 1.33
H -2.04 1.82 0.26
H -1.77 0.71 1.56
H -0.36 1.94 1.07
H 2.63 2.09 -0.13
H 2.12 0.92 -1.66
H 2.67 -1.25 -0.80
*
```

Results
- HOMO energy (spin up / spin down): -7.31 / -7.46 eV
- Kohn-Sham gap (spin up / spin down): 0.2764 / 0.2646 Ha
- Largest force on an atom: 0.08702 hartree/bohr
- LUMO energy (spin up / spin down): 0.2 / -0.3 eV
- Energy above the lowest of the compared OMol25 structures with the same formula, charge and spin: 113.5 kcal per mole



(12)
A 2-piece molecular cluster, C2H9N3O2 overall. Source: OMol25; level of theory: ωB97M-V/def2-TZVPD.

Geometry as ORCA input:
```
! RIJCOSX wB97M-V def2-TZVPD def2/J DEFGRID3
* xyz 0 1
C -1.14 -0.05 -0.08
C 1.84 0.04 0.56
N -0.06 0.84 -0.39
N -2.27 -0.08 -1.01
N 1.98 -0.44 -0.68
O -1.73 0.24 1.19
O 1.74 -0.71 1.66
H -1.02 0.58 1.74
H 1.46 -1.61 1.45
H -0.43 1.79 -0.43
H -0.72 -1.07 -0.06
H 2.09 1.06 0.78
H -2.82 0.76 -0.87
H -1.92 -0.09 -1.96
H 1.90 -1.44 -0.78
H 1.10 0.17 -1.11
*
```

Results
- HOMO energy: -8.10 eV
- Kohn-Sham gap: 0.3127 Ha
- Largest force on an atom: 0.00799 hartree/bohr
- LUMO energy: 0.4 eV
- Energy above the lowest of the compared OMol25 structures with the same formula, charge and spin: 78.5 kcal per mole



Question: What is the formula in the eleventh record?
Answer: C4H11PS



Question: What is the formula in the seventh record?
Answer: C3H6ClFO3S



Question: The lowest largest force on an atom belongs to which entry?
Answer: C2H9N3O2